1.
74
Properties=species:S:1:pos:R:3:mulliken_charge:R:1 method="wB97M-V/def2-TZVPD" lumo_ev=-3.5 relative_energy_ev=1.118 orbital_gap_ev=7.353 charge=+1
Pb -2.51 -1.20 1.04 0.889
O -0.42 -1.44 2.40 -0.863
C 0.41 -0.60 2.51 0.407
C 0.79 0.26 3.72 -0.151
C 0.50 0.27 5.05 -0.486
C 1.01 1.37 5.70 -0.597
C 1.83 2.36 5.07 -0.866
C 2.25 2.24 3.74 0.048
C 1.72 1.10 3.10 -0.540
P 1.70 0.24 1.40 2.868
C 2.11 1.57 0.31 0.163
C 3.02 1.40 -0.71 -0.275
C 3.28 2.46 -1.60 -0.657
C 2.67 3.70 -1.49 -0.773
C 1.80 3.87 -0.37 -0.728
C 1.51 2.83 0.47 -0.636
C 3.25 -0.77 1.62 -0.095
C 4.17 -0.45 2.60 -0.378
C 5.37 -1.24 2.79 -0.879
C 5.52 -2.38 2.01 -0.625
C 4.58 -2.71 1.07 -1.061
C 3.46 -1.90 0.86 -0.097
H -0.04 -0.58 5.53 0.470
H 0.70 1.42 6.79 0.340
H 2.12 3.25 5.59 0.481
H 2.98 2.84 3.28 0.631
H 3.49 0.42 -0.82 0.329
H 4.00 2.30 -2.32 0.598
H 2.95 4.50 -2.17 0.444
H 1.32 4.83 -0.24 0.427
H 1.01 2.90 1.42 0.540
H 3.98 0.47 3.17 0.370
H 6.18 -0.92 3.45 0.422
H 6.32 -2.99 2.25 0.458
H 4.80 -3.59 0.46 0.419
H 2.81 -2.01 0.03 0.484
O 1.50 -1.06 -2.20 -0.696
C 0.84 -0.42 -1.38 0.033
O 1.01 -0.69 -0.05 0.613
C -0.08 0.66 -1.78 0.472
C 0.28 1.20 -3.03 -1.017
C -0.41 2.18 -3.68 -0.748
C -1.40 2.83 -2.97 -0.877
C -1.73 2.41 -1.71 -1.023
C -1.14 1.28 -1.07 1.486
S -1.60 1.07 0.63 -0.310
H 0.95 0.59 -3.61 0.425
H -0.09 2.58 -4.64 0.435
H -1.90 3.66 -3.36 0.524
H -2.38 3.02 -1.04 0.437
Br -9.11 1.07 -1.42 -0.157
C -7.41 0.33 -1.36 0.354
C -7.27 -1.06 -1.40 -0.680
C -6.02 -1.58 -1.37 -0.283
C -4.91 -0.78 -1.29 -0.445
C -5.11 0.55 -1.10 0.528
C -6.33 1.18 -1.12 -0.916
N -3.57 -1.34 -1.27 0.051
C -3.04 -2.05 -2.14 -0.549
C -1.74 -2.62 -1.90 0.780
C -1.15 -3.46 -2.83 -0.708
C -0.04 -4.21 -2.55 -0.522
C 0.51 -4.09 -1.26 -0.716
C -0.14 -3.26 -0.34 -0.198
N -1.25 -2.60 -0.64 -0.090
H -8.13 -1.71 -1.57 0.403
H -5.91 -2.61 -1.64 0.444
H -4.24 1.21 -0.95 0.124
H -6.50 2.26 -1.12 0.430
H -3.49 -2.19 -3.10 0.541
H -1.64 -3.47 -3.82 0.379
H 0.37 -4.83 -3.38 0.383
H 1.47 -4.60 -0.98 0.399
H 0.16 -3.24 0.71 0.616

2.
17
Properties=species:S:1:pos:R:3:mulliken_charge:R:1 method="wB97M-V/def2-TZVPD" lumo_ev="1.0 / -0.1" relative_energy_ev=7.017 orbital_gap_ev="9.859 / 6.840"
C 0.51 1.75 -1.96 0.023
C 1.47 0.59 -1.53 -0.332
C -1.07 -1.51 0.24 -0.904
C -0.64 -0.03 2.33 -0.841
N -0.58 2.00 -1.46 -0.469
N 0.78 -0.06 0.49 -0.679
N -0.40 -0.50 0.94 0.500
O 0.88 -0.44 -0.86 -0.222
H 0.82 2.39 -2.81 0.354
H 1.77 0.14 -2.41 0.327
H 2.22 1.02 -0.95 0.329
H -1.90 -1.17 -0.33 0.303
H -0.26 -1.99 -0.34 0.351
H -1.40 -2.45 0.74 0.371
H 0.26 -0.06 2.90 0.312
H -0.94 0.98 2.27 0.279
H -1.51 -0.64 2.72 0.298

3.
92
Properties=species:S:1:pos:R:3:mulliken_charge:R:1 method="wB97M-V/def2-TZVPD" lumo_ev="3.8 / 3.3" relative_energy_ev=0.655 orbital_gap_ev="6.562 / 5.638" charge=-2
Ca 0.46 0.43 -0.81 1.372
Se 3.09 1.69 -5.11 -0.643
Sb 0.89 0.75 -5.01 0.590
Se 0.71 -1.00 -3.23 -0.455
Se -1.19 2.07 -5.06 -0.641
Se -0.09 -0.20 -7.11 -0.487
N -1.06 -0.60 0.94 -0.226
C -2.31 0.14 1.23 -0.058
C -3.44 -0.21 0.28 -1.185
C -3.25 0.13 -1.20 -0.259
C -2.87 1.60 -1.44 -0.878
N -1.42 1.73 -1.65 -0.067
H -1.26 -1.59 0.89 -0.014
H -0.44 -0.51 1.76 0.129
H -2.11 1.21 1.18 -0.154
H -2.64 -0.08 2.25 0.456
H -4.33 0.33 0.64 0.395
H -3.68 -1.28 0.38 0.424
H -4.17 -0.11 -1.73 0.359
H -2.47 -0.50 -1.65 0.196
H -3.15 2.20 -0.57 0.401
H -3.41 2.00 -2.30 0.409
H -1.13 2.70 -1.69 0.191
H -1.25 1.41 -2.61 -0.282
N 6.78 -1.17 0.31 -0.445
C 5.83 -0.18 0.13 0.974
C 4.86 -0.32 -0.86 -0.591
C 3.83 0.59 -0.96 -0.549
C 3.75 1.65 -0.06 -0.438
C 4.74 1.84 0.89 -0.886
C 5.79 0.94 0.98 -0.561
S 2.28 2.60 0.02 1.249
O 1.61 2.43 -1.27 -0.619
O 2.60 3.93 0.47 -0.750
N 1.44 1.71 1.08 -0.028
C 0.44 2.27 1.81 0.526
N -0.17 3.41 1.41 -0.523
C -1.12 3.90 2.19 -0.334
C -1.53 3.29 3.36 -0.531
C -0.90 2.09 3.65 -0.327
N 0.06 1.57 2.91 -0.391
H 6.85 -1.85 -0.43 0.250
H 7.67 -0.88 0.68 0.207
H 4.90 -1.17 -1.53 0.383
H 3.12 0.49 -1.78 0.744
H 4.67 2.67 1.57 0.452
H 6.55 1.06 1.74 0.267
H -1.58 4.83 1.84 0.399
H -2.31 3.70 3.98 0.394
H -1.19 1.51 4.53 0.444
C 0.49 -7.17 2.48 -0.534
O -0.19 -6.12 3.16 -0.378
C 0.36 -4.87 3.26 -0.277
O -0.29 -4.01 3.78 -0.615
C 1.68 -4.61 2.60 -0.572
C 2.83 -5.14 3.03 1.328
As 4.66 -4.73 2.20 -0.491
C 4.41 -5.85 0.58 -0.975
C 4.01 -3.05 1.51 -0.123
C 3.06 -3.07 0.44 1.743
As 1.35 -3.10 1.30 1.526
C 0.11 -4.13 0.15 -1.583
C 3.43 -3.48 -0.88 -0.654
O 4.57 -3.51 -1.32 -0.713
O 2.37 -3.75 -1.70 -0.171
C 2.70 -3.96 -3.07 -0.931
C 3.97 -2.10 2.60 -0.195
O 4.43 -2.30 3.71 -0.731
O 3.35 -0.93 2.28 0.755
C 3.20 -0.02 3.37 -0.839
C 2.78 -5.88 4.33 -0.124
O 2.10 -5.52 5.26 -0.565
O 3.54 -6.99 4.53 -0.378
C 4.04 -7.74 3.44 -0.727
H -0.28 -7.89 2.21 0.362
H 1.21 -7.65 3.14 0.234
H 1.00 -6.81 1.59 0.185
H 4.62 -6.89 0.81 0.461
H 5.12 -5.51 -0.17 0.382
H 3.41 -5.76 0.17 0.094
H 0.60 -5.00 -0.30 0.402
H -0.23 -3.49 -0.66 0.373
H -0.74 -4.44 0.76 0.546
H 1.75 -4.16 -3.57 0.291
H 3.38 -4.81 -3.18 0.235
H 3.16 -3.08 -3.50 0.304
H 2.66 0.83 2.96 -0.069
H 4.17 0.28 3.76 0.284
H 2.62 -0.48 4.18 0.310
H 4.12 -8.77 3.78 0.322
H 5.02 -7.38 3.13 0.336
H 3.36 -7.70 2.59 0.287